A structure of composition C22H28Cl5N4O3RbS2. Source: OMol25; level of theory: ωB97M-V/def2-TZVPD.

## Properties
**Energy relative to the best compared isomer or geometry (same formula, charge and spin)**: 0.8924 eV
**E_tot**: -4421.344964 hartree
**Charge**: -2
**Kohn-Sham gap**: 6.04 eV

XYZ file:
```
65
Properties=species:S:1:pos:R:3:forces:R:3
Rb 0.05927 -0.14133 0.06863 -0.661 0.086 -0.116
C -3.52092 2.35123 5.67774 0.022 -0.002 -0.002
C -2.06296 1.90871 5.55885 -0.008 0.003 0.041
N -1.42434 2.33170 4.33420 -0.152 -0.039 0.015
C -1.67917 1.72391 3.11858 0.305 -0.027 -0.141
S -1.14759 2.54985 1.71798 0.018 0.167 0.153
N -2.31899 0.57076 3.20935 -0.134 0.016 0.009
N -2.35881 -0.13268 2.04972 -0.046 -0.086 -0.044
C -3.28326 -1.01946 1.96355 -0.100 -0.036 0.133
C -4.33719 -1.21388 3.02633 0.050 0.030 -0.014
C -3.28305 -1.92284 0.79048 0.017 -0.067 -0.025
C -4.07119 -3.08223 0.79416 0.006 0.006 -0.019
C -4.03557 -3.93786 -0.29185 0.011 0.032 -0.004
C -3.21883 -3.62806 -1.36471 0.067 -0.036 -0.096
C -2.46383 -2.46478 -1.28871 -0.088 0.089 0.098
N -2.49608 -1.63334 -0.25549 -0.001 -0.117 0.045
H -3.96981 1.98309 6.60505 -0.001 -0.003 0.000
H -4.08779 1.95876 4.83394 -0.005 -0.005 -0.006
H -3.59935 3.44114 5.66813 -0.001 0.001 -0.003
H -2.00863 0.82176 5.60358 0.008 0.007 -0.005
H -1.48181 2.30500 6.39762 0.003 0.012 -0.005
H -1.17563 3.30120 4.23606 0.019 0.012 -0.007
H -4.45372 -0.28227 3.57400 0.005 0.003 0.009
H -4.03918 -1.97994 3.75030 -0.010 -0.015 -0.005
H -5.29670 -1.50450 2.59601 -0.003 0.001 -0.014
H -4.68683 -3.32307 1.64850 0.005 0.016 0.013
H -4.63407 -4.84170 -0.29252 0.002 -0.004 -0.006
H -3.14385 -4.26761 -2.23417 -0.017 -0.010 0.010
H -1.80047 -2.18467 -2.10134 0.000 0.025 0.005
Cl 1.94178 4.77240 -6.33752 0.020 0.026 -0.028
C 1.15993 3.73111 -5.19082 -0.030 -0.037 0.043
C 1.89651 2.82126 -4.42453 -0.019 0.017 -0.010
Cl 3.61686 2.73205 -4.65052 0.021 -0.001 0.003
C 1.28508 1.99642 -3.50630 -0.053 0.020 -0.017
Cl 2.16912 0.83037 -2.59382 0.051 -0.040 0.002
C -0.13996 2.01016 -3.26386 0.044 -0.010 -0.061
O -0.69160 1.26458 -2.43538 -0.018 -0.003 -0.017
C -0.85159 2.95432 -4.08868 0.046 -0.029 0.018
Cl -2.56736 3.00054 -3.87995 -0.042 0.005 0.006
C -0.22259 3.77367 -5.00541 0.027 0.007 -0.005
Cl -1.16186 4.88443 -5.95843 -0.012 0.009 -0.004
C 4.00768 -0.96490 3.26269 -0.097 -0.002 -0.040
S 2.99070 -1.39670 1.79833 0.341 -0.036 -0.128
C 3.15032 0.23743 1.06385 0.110 0.310 0.155
O 1.61639 -1.48726 2.36034 -0.218 0.011 0.114
H 3.49649 -0.18385 3.82778 0.007 0.002 -0.027
H 5.00224 -0.63586 2.95546 -0.015 -0.011 -0.039
H 4.09186 -1.86298 3.87389 -0.022 -0.013 -0.014
H 4.14339 0.34329 0.62638 0.013 -0.067 0.018
H 2.98994 0.98121 1.84742 0.003 0.008 -0.017
H 2.42109 0.37210 0.27536 0.392 -0.241 -0.039
C 1.61914 -3.14642 -2.64474 -0.008 0.056 0.007
C 2.20473 -3.05021 -1.21852 0.058 -0.137 -0.038
C 3.70218 -3.44628 -1.29731 -0.028 0.085 0.042
C 1.48118 -4.09387 -0.33382 -0.012 0.039 0.002
O 2.05754 -1.79464 -0.71532 0.095 -0.002 0.067
H 1.70791 -4.15200 -3.07490 0.007 -0.009 -0.002
H 2.12884 -2.43175 -3.29546 0.004 -0.003 0.003
H 0.56194 -2.86927 -2.61565 -0.002 0.000 -0.002
H 3.87918 -4.40878 -1.79356 -0.046 -0.016 0.012
H 4.11215 -3.49281 -0.28487 0.035 0.016 -0.007
H 4.23079 -2.66219 -1.84568 0.018 -0.016 -0.008
H 1.63853 -5.12652 -0.67127 0.007 0.002 -0.015
H 0.40601 -3.88965 -0.33359 0.009 0.015 0.005
H 1.83407 -3.99640 0.69558 0.006 -0.013 0.000
```
Positions in Å, forces in eV/Å.